*w*
15
Properties=species:S:1:pos:R:3:nbo_charge:R:1 method="wB97M-V/def2-TZVPD" homo_energy_ev=-8.13 total_charge=0 gap_ev=9.037
N 0.157 2.500 -1.082 -0.818
N 1.151 -1.351 0.201 -0.826
N -0.843 1.304 0.624 -0.709
C 0.286 -2.450 0.073 0.003
C 0.031 2.137 0.257 0.271
C -1.038 -2.333 0.087 -0.515
H 2.087 -1.612 -0.068 0.362
H 0.830 -3.376 -0.071 0.182
H -1.710 -3.175 0.049 0.201
H -1.510 -1.380 0.330 0.210
H 1.110 2.462 -1.422 0.374
H -0.435 1.897 -1.645 0.382
H -0.926 1.212 1.635 0.352
H 0.864 -0.499 -0.253 0.380
H 0.661 2.668 0.964 0.151

---

*x*
15
Properties=species:S:1:pos:R:3:nbo_charge:R:1 method="wB97M-V/def2-TZVPD" homo_energy_ev=-8.97 total_charge=0 gap_ev=9.918
N 0.028 -0.554 -0.183 -0.625
N -1.582 0.377 -1.488 -0.718
N 0.269 1.715 -0.837 -0.876
C 0.833 -1.748 1.812 -0.619
C 0.560 -0.382 1.169 -0.226
C -0.493 0.528 -0.864 0.567
H 0.828 1.787 -0.002 0.370
H -0.109 0.185 1.828 0.179
H -0.559 -1.367 -0.253 0.389
H 0.405 -2.628 1.347 0.214
H 1.910 -1.905 1.838 0.213
H 0.463 -1.775 2.837 0.214
H -1.832 1.186 -2.036 0.343
H 1.524 0.117 1.060 0.185
H 0.824 1.851 -1.665 0.388

---

Best to worst by energy: *x*, *w*.

---

*w*
15
Properties=species:S:1:pos:R:3:nbo_charge:R:1 method="wB97M-V/def2-TZVPD" homo_energy_ev=-8.32 total_charge=0 gap_ev=9.328
N 1.392 -1.272 2.112 -0.594
N -1.654 2.461 -0.693 -0.853
N 0.361 -0.584 -1.357 -0.859
C -0.525 1.614 -0.936 -0.092
C -0.699 0.321 -1.154 -0.024
C 1.175 -2.486 1.857 -0.047
H -1.509 3.026 0.134 0.358
H 2.035 -3.132 1.673 0.159
H 0.480 2.026 -0.927 0.170
H 0.980 -0.794 -0.594 0.388
H 0.512 -0.774 2.247 0.334
H 0.105 -1.396 -1.889 0.369
H -1.832 3.089 -1.463 0.361
H -1.705 -0.091 -1.176 0.180
H 0.188 -2.955 1.799 0.149

---

*x*
15
Properties=species:S:1:pos:R:3:nbo_charge:R:1 method="wB97M-V/def2-TZVPD" homo_energy_ev=-7.97 total_charge=0 gap_ev=8.979
N -1.653 0.092 -0.751 -0.787
N 1.161 -0.289 0.355 -0.842
N -1.395 -2.235 -1.029 -0.883
C 1.912 0.882 0.484 0.007
C -2.140 -1.181 -0.857 0.359
C 1.667 1.867 1.353 -0.516
H -0.736 0.209 -0.304 0.422
H -3.202 -1.363 -0.977 0.135
H -2.274 0.775 -0.318 0.368
H 0.916 -0.768 1.211 0.386
H 2.307 2.732 1.450 0.215
H 2.667 1.033 -0.302 0.187
H 1.587 -0.977 -0.250 0.392
H -1.561 -2.534 -1.990 0.370
H 0.745 1.758 1.925 0.188

---

Best to worst by energy: *w*, *x*.

---

*w*
15
Properties=species:S:1:pos:R:3:nbo_charge:R:1 method="wB97M-V/def2-TZVPD" homo_energy_ev=-8.84 total_charge=0 gap_ev=9.816
N -0.292 1.035 -2.156 -0.855
N -1.029 -0.888 1.844 -0.744
N 1.233 -0.884 1.759 -0.841
C -0.049 0.600 0.205 -0.490
C 0.025 -0.430 1.267 0.441
C -0.178 -0.076 -1.147 -0.210
H 0.882 1.184 0.215 0.220
H -1.068 1.604 -1.925 0.350
H -0.853 -0.945 -1.171 0.188
H -1.902 -0.385 1.634 0.339
H 1.229 -1.755 2.381 0.413
H 0.796 -0.542 -1.524 0.189
H 2.266 -0.654 1.378 0.402
H -0.273 0.767 -3.185 0.372
H -0.787 1.369 0.426 0.225

---

*x*
15
Properties=species:S:1:pos:R:3:nbo_charge:R:1 method="wB97M-V/def2-TZVPD" homo_energy_ev=-8.71 total_charge=0 gap_ev=9.653
N 1.168 -1.028 1.556 -0.581
N -0.991 1.863 -0.117 -0.640
N -1.194 0.593 -0.493 -0.247
C -0.690 -1.235 -1.987 -0.664
C -0.366 0.072 -1.295 0.039
C 1.574 -0.205 2.478 -0.062
H 0.402 0.688 -1.736 0.142
H -0.078 2.344 -0.320 0.330
H 0.193 -0.809 1.476 0.335
H 0.084 -1.515 -2.779 0.223
H -0.653 -2.017 -1.299 0.225
H -1.791 -1.074 -2.264 0.237
H 2.652 -0.099 2.878 0.165
H 0.870 0.371 3.022 0.141
H -1.181 2.051 0.880 0.358

---

Best to worst by energy: *w*, *x*.

---

*w*
58
Properties=species:S:1:pos:R:3:nbo_charge:R:1 method="wB97M-V/def2-TZVPD" homo_energy_ev=-8.73 total_charge=0 gap_ev=9.408
F -1.860 2.839 -5.666 -0.328
O 2.917 -4.142 0.465 -0.530
O -1.023 -1.709 0.694 -0.651
O 0.531 1.987 1.266 -0.677
N -1.838 -1.395 -1.372 -0.606
N -2.875 1.115 -0.485 -0.437
N 0.538 0.366 2.819 -0.434
C -1.661 0.534 0.076 -0.155
C -0.417 2.941 -1.834 -0.187
C -1.502 -0.963 -0.141 0.679
C 1.979 0.511 2.946 -0.210
C -1.539 0.868 1.576 -0.490
C -2.711 2.510 -0.883 -0.237
C 2.875 -2.502 2.268 -0.428
C 2.728 -0.016 1.715 -0.396
C -3.556 0.266 -1.434 -0.219
C 0.451 3.084 -2.904 -0.200
C -2.579 -0.559 -2.284 -0.244
C -0.136 -0.659 3.586 -0.420
C -1.377 2.869 -4.403 0.402
C -2.260 2.716 -3.352 -0.297
C 2.333 -1.437 1.312 -0.249
C 2.454 -3.886 1.770 -0.063
C -1.779 2.742 -2.048 -0.042
C -0.071 1.120 1.885 0.695
C 2.419 -3.196 -0.453 -0.065
C -0.020 3.045 -4.205 -0.290
C 2.843 -1.772 -0.092 -0.420
H -0.031 2.993 -0.826 0.242
H -0.778 0.957 -0.435 0.241
H -4.184 -0.436 -0.870 0.197
H 2.507 0.655 0.883 0.226
H -1.974 0.067 2.164 0.231
H -0.952 -0.228 4.171 0.198
H -0.528 -1.445 2.938 0.235
H 1.319 -3.247 -0.479 0.162
H 1.355 -3.960 1.795 0.162
H -1.901 0.106 -2.832 0.204
H -3.114 -1.185 -3.000 0.213
H 2.205 1.577 3.053 0.221
H -3.707 2.896 -1.113 0.207
H -2.328 3.048 -0.013 0.214
H 1.241 -1.508 1.289 0.229
H -2.087 1.789 1.773 0.238
H 3.966 -2.449 2.296 0.201
H 0.638 3.158 -5.052 0.231
H 1.504 3.233 -2.721 0.220
H 2.302 -0.006 3.849 0.194
H -1.725 -2.379 -1.563 0.410
H 3.933 -1.702 -0.118 0.200
H 2.495 -2.359 3.280 0.200
H 2.432 -1.075 -0.824 0.208
H 3.801 0.035 1.914 0.202
H 0.573 -1.106 4.279 0.207
H -4.203 0.871 -2.067 0.208
H 2.815 -3.492 -1.428 0.187
H -3.312 2.589 -3.562 0.221
H 2.878 -4.676 2.395 0.188

---

*x*
58
Properties=species:S:1:pos:R:3:nbo_charge:R:1 method="wB97M-V/def2-TZVPD" homo_energy_ev=-8.23 total_charge=0 gap_ev=8.840
F 0.388 -3.239 -1.652 -0.326
O 5.461 0.988 1.054 -0.642
O 0.547 2.633 -1.723 -0.644
O -6.266 -0.359 -0.165 -0.539
N -3.302 0.227 -0.297 -0.452
N -0.782 1.600 -0.240 -0.449
N 4.020 0.737 -0.669 -0.450
C 3.417 -2.009 -0.097 0.027
C -7.213 -1.393 -0.142 -0.243
C 2.040 1.650 1.115 -0.393
C 2.772 1.157 -1.255 -0.209
C 4.422 1.289 0.497 0.685
C 0.788 -2.679 0.599 -0.270
C 1.672 -2.216 1.559 -0.210
C 3.427 2.292 1.040 -0.491
C 2.970 -1.879 1.213 -0.238
C -2.941 1.204 -1.301 -0.217
C 0.418 1.829 -0.816 0.702
C 1.615 1.064 -0.249 -0.328
C 2.536 -2.477 -1.065 -0.305
C -1.106 0.651 0.800 -0.231
C -2.115 -0.384 0.257 -0.225
C 4.813 -1.604 -0.466 -0.435
C 4.823 -0.299 -1.284 -0.197
C -1.963 2.262 -0.768 -0.250
C 1.242 -2.799 -0.702 0.396
C -4.280 0.653 0.686 -0.240
C -5.339 -0.434 0.891 -0.060
H -7.805 -1.372 0.783 0.162
H 4.444 -0.472 -2.291 0.198
H 2.549 0.529 -2.118 0.218
H -5.854 -0.285 1.855 0.158
H -0.227 -2.949 0.842 0.224
H 5.857 0.056 -1.349 0.223
H -2.433 2.844 0.033 0.185
H -6.734 -2.376 -0.229 0.164
H -2.402 -1.069 1.055 0.199
H 3.755 2.613 2.028 0.238
H 3.650 -1.511 1.967 0.226
H 3.399 3.164 0.384 0.225
H 2.840 2.192 -1.610 0.222
H -2.462 0.668 -2.126 0.200
H 5.293 -2.384 -1.059 0.218
H 1.318 2.400 1.447 0.219
H 5.397 -1.440 0.439 0.240
H -0.218 0.145 1.170 0.221
H -3.827 0.890 1.658 0.174
H 1.342 -2.117 2.583 0.219
H 2.846 -2.597 -2.092 0.229
H -1.559 1.201 1.635 0.189
H -1.633 -0.958 -0.541 0.203
H -4.860 -1.425 0.906 0.164
H 1.351 0.011 -0.139 0.234
H -4.800 1.541 0.323 0.214
H -1.641 2.934 -1.564 0.253
H -7.870 -1.233 -0.995 0.194
H -3.846 1.678 -1.679 0.210
H 2.065 0.857 1.865 0.213

---

Best to worst by energy: *w*, *x*.